Model A:
Here is one molecule with the formula C5H11ClN2 from OMol25. Energies are from ωB97M-V/def2-TZVPD.

Summary:
SMILES ... CN1C[C@@]1(CN)CCl
HOMO ... -9.26 eV
Gap between HOMO and LUMO ... 10.1 eV

Structure (XYZ):
```
19
C5H11ClN2 (ωB97M-V/def2-TZVPD)
C 0.427 1.712 1.315
N 0.736 0.438 0.716
C -0.241 -0.561 1.188
C -0.214 -0.139 -0.247
C 0.506 -1.037 -1.282
N 1.525 -1.924 -0.789
C -1.304 0.731 -0.886
Cl -2.748 -0.402 -1.178
H 0.829 2.512 0.647
H 0.982 1.844 2.239
H -0.651 1.985 1.443
H -1.078 -0.272 1.859
H 0.085 -1.556 1.377
H 1.052 -0.314 -1.965
H -0.232 -1.481 -1.982
H 1.069 -2.700 -0.327
H 2.051 -1.391 -0.087
H -1.088 1.099 -1.804
H -1.705 1.456 -0.238
```

natural (NBO) population analysis, charges in e, atoms 1 to 6: number 1, C, carries -0.4239; number 2, N, carries -0.4123; number 3, C, carries -0.2655; number 4, C, carries 0.0469; number 5, C, carries -0.2240; number 6, N, carries -0.8158

***

Model B:
Here is one molecule with the formula C5H11ClN2 from OMol25. Energies are from ωB97M-V/def2-TZVPD.

Summary:
SMILES ... CC1(Cl)[C@@H](N)C[C@@H]1N
HOMO ... -9.24 eV
Gap between HOMO and LUMO ... 10.2 eV

Structure (XYZ):
```
19
C5H11ClN2 (ωB97M-V/def2-TZVPD)
C 1.338 -0.847 1.005
C 0.119 -0.256 0.325
Cl -1.133 -0.097 1.608
C -0.228 -0.920 -1.045
N -1.643 -0.982 -1.382
C 0.615 0.214 -1.765
C 0.435 1.052 -0.492
N 1.584 1.754 0.018
H 2.231 -0.927 0.384
H 1.031 -1.805 1.329
H 1.648 -0.246 1.878
H 0.240 -1.880 -1.183
H -2.066 -0.064 -1.282
H -1.681 -1.075 -2.394
H 1.661 -0.039 -1.848
H 0.276 0.525 -2.757
H -0.454 1.640 -0.576
H 1.711 2.619 -0.498
H 1.409 2.034 0.985
```

natural (NBO) population analysis, charges in e, atoms 1 to 6: number 1, C, carries -0.6338; number 2, C, carries 0.0071; number 3, Cl, carries -0.0629; number 4, C, carries -0.0502; number 5, N, carries -0.8010; number 6, C, carries -0.4433

***

Q: Which of them is the least stable? A: model A.

***

Model A:
Here is C5H14N as an isolated structure from OMol25. Energies are from ωB97M-V/def2-TZVPD.

Summary:
Charge ... +1
HOMO ... -15.46 eV
Gap between HOMO and LUMO ... 6.4 eV

Structure (XYZ):
```
20
C5H14N (ωB97M-V/def2-TZVPD)
C 2.213 0.812 -0.037
C 0.732 0.382 0.167
C -0.310 0.538 -0.984
C -1.681 0.027 -0.612
C -2.299 0.665 0.631
N 0.463 -0.930 0.626
H 2.515 0.282 -0.945
H 2.614 0.398 0.869
H 2.360 1.875 -0.021
H 0.264 1.078 0.956
H -0.326 1.626 -1.172
H 0.147 -0.066 -1.771
H -2.300 0.000 -1.489
H -1.685 -1.042 -0.441
H -2.297 1.780 0.665
H -3.315 0.297 0.909
H -1.554 0.429 1.498
H 1.523 -3.661 0.282
H 1.180 -1.088 1.287
H 1.757 -3.401 -0.419
```

natural (NBO) population analysis, charges in e, atoms 1 to 6: number 1, C, carries -0.5827; number 2, C, carries -0.1979; number 3, C, carries -0.3810; number 4, C, carries -0.4445; number 5, C, carries -0.6060; number 6, N, carries 0.0380

***

Model B:
Here is an isolated ion of composition C5H14N and charge +1 from OMol25. Energies are from ωB97M-V/def2-TZVPD.

Summary:
Charge ... +1
SMILES ... CCCCC[NH3+]
HOMO ... -14.81 eV
Gap between HOMO and LUMO ... 11.0 eV

Structure (XYZ):
```
20
C5H14N (ωB97M-V/def2-TZVPD)
C -1.613 -1.819 -1.633
C -1.148 -0.928 -0.453
C 0.369 -0.647 -0.439
C 0.676 0.861 -0.405
C 0.416 1.504 0.942
N 1.454 1.165 1.962
H -2.454 -1.317 -2.106
H -1.930 -2.802 -1.316
H -0.862 -1.913 -2.415
H -1.447 -1.389 0.484
H -1.732 -0.019 -0.462
H 0.780 -0.986 -1.382
H 0.886 -1.169 0.373
H -0.033 1.312 -1.097
H 1.681 1.062 -0.797
H -0.590 1.207 1.252
H 0.335 2.569 0.863
H 1.220 0.342 2.519
H 2.365 1.005 1.525
H 1.627 1.960 2.584
```

natural (NBO) population analysis, charges in e, atoms 1 to 6: number 1, C, carries -0.6080; number 2, C, carries -0.4175; number 3, C, carries -0.4030; number 4, C, carries -0.4213; number 5, C, carries -0.2433; number 6, N, carries -0.6702

***

Model C:
Here is a 2-piece molecular cluster, C5H14N overall from OMol25. Energies are from ωB97M-V/def2-TZVPD.

Summary:
Charge ... +1
HOMO ... -15.39 eV
Gap between HOMO and LUMO ... 6.8 eV

Structure (XYZ):
```
20
C5H14N (ωB97M-V/def2-TZVPD)
C -1.546 -0.785 0.350
C -0.369 -1.697 -0.037
C 0.756 -0.902 -0.737
C 1.538 0.161 0.112
C 1.620 1.472 -0.682
N -1.589 0.436 -0.349
H -1.243 -0.051 1.149
H -2.506 -1.287 0.498
H 0.007 -2.235 0.836
H -0.736 -2.494 -0.689
H 1.375 -1.670 -1.204
H 0.309 -0.322 -1.562
H 0.937 0.194 1.023
H 2.546 -0.203 0.309
H 2.257 1.368 -1.558
H 1.940 2.341 -0.097
H 0.616 1.771 -0.972
H -1.627 2.032 2.177
H -1.756 1.324 2.211
H -2.530 0.549 -0.777
```

natural (NBO) population analysis, charges in e, atoms 1 to 6: number 1, C, carries -0.2777; number 2, C, carries -0.3862; number 3, C, carries -0.4020; number 4, C, carries -0.3876; number 5, C, carries -0.6147; number 6, N, carries -0.0603

***

Q: Which of them is the least stable? A: model A.